a) C6H8O3 | ωB97M-V with the def2-TZVPD basis set

Results
Highest occupied orbital energy: -9.41 eV

```
! wB97M-V def2-TZVPD RIJCOSX def2/J DEFGRID3
* xyz 0 1
O -1.54 -0.67 -0.73
O 0.90 -1.32 -0.97
O -0.47 -1.09 1.45
C -0.25 -0.77 -1.40
C -0.89 1.09 0.62
C 1.37 0.33 0.91
C 1.80 -0.45 -0.13
C -1.60 0.72 -0.45
C -0.06 0.20 1.41
H 2.12 1.01 1.47
H 0.09 0.18 -1.99
H -1.00 -1.49 0.56
H -0.88 2.14 1.16
H -0.48 -1.62 -2.21
H 0.01 0.63 2.30
H -1.87 1.59 -1.51
H 2.73 -0.49 -0.49
*
```

***

b) C6H8O3 | ωB97M-V with the def2-TZVPD basis set

Results
Highest occupied orbital energy: -9.39 eV
SMILES: CC(=O)C(=O)O.C#CC

```
! wB97M-V def2-TZVPD RIJCOSX def2/J DEFGRID3
* xyz 0 1
O -0.45 -2.08 0.26
O 1.72 0.01 1.57
O -0.23 -0.22 -1.10
C -1.17 0.30 1.34
C -2.04 2.10 -0.43
C 2.51 -1.35 -0.25
C 0.02 -0.95 0.16
C 1.47 -0.67 0.60
C -1.57 1.08 0.48
H -1.24 2.39 -1.12
H -2.34 2.98 0.14
H -2.90 1.74 -1.00
H -0.89 -0.73 -1.58
H 2.29 -2.42 -0.29
H 2.45 -0.96 -1.27
H -1.14 -0.01 2.35
H 3.50 -1.18 0.16
*
```

***

Energies relative to the most stable structure are a) 74.2; b) 0.0, reported in kcal/mol.